Entry 1:
Molecular formula: C33H46NP3Pd
Method: DFT, ωB97M-V with the def2-TZVPD basis set

```
! RIJCOSX wB97M-V def2-TZVPD def2/J DEFGRID3
* xyz 0 3
P 0.14 3.09 -3.85
P 0.38 -0.24 -4.80
C 0.60 2.52 -5.59
C 0.06 1.14 -6.01
H 1.70 2.55 -5.64
H 0.22 3.30 -6.26
H -1.03 1.17 -6.19
H 0.55 0.81 -6.94
C 2.12 -0.65 -5.19
H 2.45 -1.46 -4.53
H 2.77 0.22 -5.05
H 2.18 -1.00 -6.23
C -0.49 -1.68 -5.50
H -0.02 -1.97 -6.45
H -1.55 -1.45 -5.66
H -0.40 -2.52 -4.79
C 0.88 4.77 -3.89
H 0.64 5.30 -2.95
H 0.47 5.35 -4.73
H 1.97 4.71 -4.00
C -1.61 3.58 -4.13
H -2.23 2.71 -4.37
H -1.67 4.31 -4.94
H -1.99 4.04 -3.20
Pd -0.07 0.69 0.53
C -0.32 -1.34 -1.26
C 0.92 -0.79 -0.96
C 1.81 0.11 -1.78
C 1.72 1.66 -1.57
C 0.43 2.20 -1.01
C -0.86 1.73 -1.31
C -1.11 0.75 -2.40
C -1.48 -0.67 -1.88
C -0.64 2.05 1.89
H -0.55 -2.30 -0.80
H 1.48 -1.37 -0.21
H 1.72 -0.15 -2.84
H 2.84 -0.17 -1.52
H 2.54 1.94 -0.88
H 1.98 2.17 -2.51
H 0.48 3.16 -0.48
H -1.72 2.30 -0.93
H -0.15 0.67 -2.97
H -1.87 1.13 -3.09
H -2.28 -0.51 -1.13
H -1.93 -1.28 -2.68
H -1.55 1.65 2.34
H -0.80 2.98 1.34
H 0.18 2.12 2.62
N -0.08 -0.97 1.54
P -0.20 -1.34 3.09
C 1.05 -0.38 3.99
C 1.01 -0.24 5.39
C 2.09 0.37 6.04
C 3.16 0.89 5.31
C 3.16 0.80 3.92
C 2.12 0.13 3.26
C -1.90 -1.04 3.62
C -2.32 -1.19 4.95
C -3.65 -0.94 5.29
C -4.57 -0.54 4.32
C -4.15 -0.41 2.99
C -2.83 -0.70 2.63
C 0.18 -3.07 3.50
C -0.82 -3.97 3.91
C -0.47 -5.28 4.28
C 0.87 -5.69 4.25
C 1.86 -4.79 3.83
C 1.52 -3.49 3.45
H 0.16 -0.62 5.95
H 2.09 0.42 7.13
H 4.00 1.37 5.83
H 3.97 1.23 3.32
H 2.13 0.03 2.17
H -1.61 -1.52 5.72
H -3.97 -1.07 6.33
H -5.61 -0.34 4.59
H -4.85 -0.08 2.21
H -2.51 -0.64 1.59
H -1.86 -3.65 3.94
H -1.25 -5.97 4.61
H 1.14 -6.71 4.54
H 2.91 -5.10 3.80
H 2.29 -2.79 3.13
*
```

Max |F|   0.041 Eh/bohr
Energy relative to the best compared isomer or geometry (same formula, charge and spin)   0.0 kcal/mol
Frontier orbital gap (alpha / beta)   4.7 / 6.3 eV
Lowest unoccupied orbital energy (alpha / beta)   0.6007 / -0.8425 eV
Expectation value of S²   2.034
Electronic energy   -67797.024 eV

***

Entry 2:
Molecular formula: C33H46NP3V
Method: DFT, ωB97M-V with the def2-TZVPD basis set

```
! RIJCOSX wB97M-V def2-TZVPD def2/J DEFGRID3
* xyz 0 4
P -0.11 -2.28 -4.42
P 0.11 1.12 -4.46
C -0.38 -1.23 -5.96
C 0.37 0.10 -5.98
H -1.47 -1.08 -6.05
H -0.08 -1.85 -6.83
H 1.45 -0.05 -6.11
H 0.03 0.71 -6.84
C -1.53 1.84 -4.85
H -1.83 2.52 -4.04
H -2.29 1.06 -4.95
H -1.48 2.41 -5.79
C 1.22 2.52 -4.80
H 0.86 3.11 -5.65
H 2.23 2.16 -5.01
H 1.25 3.16 -3.91
C -1.13 -3.71 -4.96
H -1.09 -4.48 -4.19
H -0.74 -4.12 -5.91
H -2.16 -3.38 -5.10
C 1.54 -2.94 -4.94
H 2.30 -2.14 -4.95
H 1.47 -3.37 -5.94
H 1.85 -3.72 -4.24
V 0.30 -1.05 0.28
C 1.12 1.07 -0.57
C -0.26 1.32 -0.56
C -1.26 0.83 -1.53
C -1.98 -0.57 -1.41
C -1.17 -1.81 -1.36
C 0.13 -2.03 -1.89
C 1.08 -0.93 -2.30
C 1.88 0.08 -1.42
C 1.87 -2.23 0.70
H 1.74 1.59 0.16
H -0.65 1.91 0.27
H -0.84 0.90 -2.55
H -2.08 1.57 -1.55
H -2.67 -0.52 -0.55
H -2.65 -0.64 -2.29
H -1.69 -2.70 -0.95
H 0.56 -3.05 -1.81
H 0.50 -0.28 -3.00
H 1.85 -1.41 -2.93
H 2.65 -0.46 -0.86
H 2.48 0.68 -2.14
H 2.44 -1.87 1.58
H 2.51 -2.53 -0.14
H 1.19 -3.06 1.00
N -0.28 -0.61 1.82
P -0.27 0.23 3.24
C 1.22 1.22 3.50
C 2.42 0.95 2.81
C 3.56 1.70 3.08
C 3.54 2.70 4.06
C 2.36 2.95 4.77
C 1.21 2.22 4.50
C -1.65 1.38 3.34
C -2.88 0.93 3.85
C -3.91 1.84 4.06
C -3.74 3.19 3.72
C -2.54 3.62 3.13
C -1.50 2.71 2.93
C -0.38 -0.87 4.65
C 0.06 -2.20 4.52
C 0.12 -3.02 5.65
C -0.28 -2.54 6.90
C -0.73 -1.23 7.03
C -0.78 -0.39 5.91
H 2.45 0.14 2.07
H 4.47 1.50 2.52
H 4.44 3.28 4.27
H 2.34 3.72 5.55
H 0.30 2.42 5.06
H -3.01 -0.12 4.11
H -4.85 1.50 4.50
H -4.54 3.91 3.91
H -2.41 4.66 2.85
H -0.56 3.06 2.49
H 0.36 -2.57 3.54
H 0.48 -4.05 5.54
H -0.23 -3.19 7.77
H -1.06 -0.84 8.00
H -1.14 0.64 6.02
*
```

Max |F|   0.139 Eh/bohr
Energy relative to the best compared isomer or geometry (same formula, charge and spin)   0.0 kcal/mol
Frontier orbital gap (alpha / beta)   5.1 / 7.6 eV
Lowest unoccupied orbital energy (alpha / beta)   0.6064 / 0.6120 eV
Expectation value of S²   3.780
Electronic energy   -90005.817 eV